Entry 1:
DFT (wB97M-V/def2-TZVPD) results for the ion C3H6NO with charge +1 in a non-equilibrium geometry.

As for the charge: +1. The orbital gap comes out at 11.648 eV. The value obtained for the maximum force is 5.7 eV Å⁻¹. Its SMILES is C#C[C@@H]([NH3+])O. The total energy comes out at -6735.8889 eV. As for the highest occupied orbital energy: -15.4 eV. For the LUMO energy, the calculation gives -0.1386 hartree. The calculation puts the molar mass at 72.09 g/mol.

Geometry as XYZ:
```
11
C3H6NO (wB97M-V/def2-TZVPD)
H -0.1192 -2.3485 0.0211
N -1.2094 0.7063 -0.1935
H -1.8990 0.9058 0.4307
C -0.2043 -0.4174 0.4238
O -0.5681 -1.5614 -0.1918
H -0.7540 1.5738 -0.6266
C 1.1721 -0.0471 0.1069
H -0.3904 -0.2628 1.4693
H -1.4066 0.1379 -0.9635
H 3.1346 0.8531 -0.4653
C 2.2443 0.4603 -0.0111
```

Löwdin population analysis, charges in e, atoms 1 to 2: H 0.1224; N 0.2944

Entry 2:
DFT (wB97M-V/def2-TZVPD) results for a structure of composition C3H6NO in a non-equilibrium geometry.

As for the charge: +1. The orbital gap comes out at 10.148 eV. The value obtained for the maximum force is 3.7 eV Å⁻¹. The total energy comes out at -6736.5921 eV. As for the highest occupied orbital energy: -14.2 eV. For the LUMO energy, the calculation gives -0.1475 hartree. The calculation puts the molar mass at 72.09 g/mol.

Geometry as XYZ:
```
11
C3H6NO (wB97M-V/def2-TZVPD)
H -2.6696 0.2271 -0.6298
H 1.6241 1.3163 -0.2738
H 2.2116 -0.1879 0.2086
H -0.9471 -2.0715 0.1367
O -0.8127 1.0660 0.0449
H 1.2958 -0.0452 -1.1903
C -0.9138 -1.0115 0.0519
C 0.1584 0.1435 0.5322
C -1.6824 0.0335 -0.2601
H 0.3145 0.2247 1.6068
N 1.4213 0.3048 -0.2272
```

Löwdin population analysis, charges in e, atoms 1 to 2: H 0.1379; H 0.1912

- The highest highest occupied orbital energy belongs to which entry?
  number 2

Copy entry 1 word for word.
DFT (wB97M-V/def2-TZVPD) results for the ion C3H6NO with charge +1 in a non-equilibrium geometry.

As for the charge: +1. The orbital gap comes out at 11.648 eV. The value obtained for the maximum force is 5.7 eV Å⁻¹. Its SMILES is C#C[C@@H]([NH3+])O. The total energy comes out at -6735.8889 eV. As for the highest occupied orbital energy: -15.4 eV. For the LUMO energy, the calculation gives -0.1386 hartree. The calculation puts the molar mass at 72.09 g/mol.

Geometry as XYZ:
```
11
C3H6NO (wB97M-V/def2-TZVPD)
H -0.1192 -2.3485 0.0211
N -1.2094 0.7063 -0.1935
H -1.8990 0.9058 0.4307
C -0.2043 -0.4174 0.4238
O -0.5681 -1.5614 -0.1918
H -0.7540 1.5738 -0.6266
C 1.1721 -0.0471 0.1069
H -0.3904 -0.2628 1.4693
H -1.4066 0.1379 -0.9635
H 3.1346 0.8531 -0.4653
C 2.2443 0.4603 -0.0111
```

Löwdin population analysis, charges in e, atoms 1 to 2: H 0.1224; N 0.2944

- Which value of LUMO energy does entry 1 give?
  -0.1386 hartree